159
Properties=species:S:1:pos:R:3:forces:R:3 method="wB97M-V/def2-TZVPD" lumo_ev=-0.718 molar_mass_da=1112.7 e_homo_ha=-0.330 gap_ev=8.250
Rb 0.547587 0.700040 -5.608932 0.2112 0.2513 0.1401
C -0.101498 2.691614 -1.789492 0.5520 -0.0774 -0.2214
F -0.907842 2.353128 -0.803306 -0.2050 0.0465 0.0974
F -0.756652 2.639731 -2.950408 -0.2584 0.0062 0.0299
F 0.342483 3.930965 -1.606491 -0.1560 0.3124 0.1222
S 1.375537 1.592486 -1.888106 -0.9197 -0.9657 -1.1672
O 1.894459 1.831319 -3.206981 -0.3928 -0.2816 -0.1321
O 2.183107 1.880239 -0.769766 0.5615 0.4567 0.9234
N 0.660682 0.106025 -1.818902 0.5803 1.1113 0.1376
S 0.893048 -0.516084 -0.359246 1.0531 -0.3052 1.0837
O 2.263525 -0.869362 -0.123933 -0.0697 -0.3404 -0.1810
O 0.201667 0.174646 0.676512 -0.6546 0.1732 0.2102
C 0.053042 -2.138785 -0.487529 -0.6389 0.5417 -0.8256
F -1.212825 -1.974010 -0.922012 0.1593 -0.1543 -0.0362
F 0.686122 -2.934636 -1.350515 -0.0539 -0.1854 0.0841
F 0.014430 -2.698055 0.701470 0.1002 -0.1426 0.2168
C 0.080134 4.781545 -5.021666 0.5414 0.0753 -0.4175
O -0.288054 3.694555 -5.883719 -0.0573 -0.1714 0.0694
H 1.066174 4.556196 -4.618358 -0.1537 -0.2039 0.2337
H 0.227952 5.696847 -5.600987 -0.3128 0.0403 0.0576
H -0.647350 4.919613 -4.226180 0.0257 0.0842 0.0742
H -1.148804 3.900868 -6.259087 0.0243 0.0125 -0.0227
C 2.345615 -2.558592 -3.770040 -0.5515 -0.0139 0.1617
O 1.963718 -1.194916 -3.843585 -0.1178 0.1595 -0.6008
H 2.965112 -2.779401 -4.635813 0.2060 0.0679 0.0862
H 2.871123 -2.770654 -2.837087 0.1777 -0.0311 -0.1111
H 1.468868 -3.217308 -3.824763 0.0888 0.0275 0.0344
H 1.459779 -0.889414 -3.061376 0.4589 -0.3817 -0.0576
C 5.331654 0.035983 -2.902922 0.2763 0.3656 0.3332
O 6.197293 0.732567 -3.803820 -0.0495 -0.0905 0.1921
H 4.423938 0.610898 -2.702370 -0.1532 -0.1794 -0.2752
H 5.117020 -0.934101 -3.341469 -0.2249 0.0030 0.0107
H 5.803625 -0.109743 -1.925685 0.0886 -0.1774 -0.1231
H 6.771884 1.288757 -3.272028 0.0006 0.0835 -0.1163
C -3.440164 -4.202820 -2.715191 -0.3949 -0.0625 -0.2363
O -4.769080 -4.052908 -2.223919 0.1958 0.0485 0.2118
H -3.444337 -4.036721 -3.796208 0.3371 0.0058 0.0260
H -2.810364 -3.460601 -2.229848 -0.0560 0.0638 -0.0024
H -3.027965 -5.194843 -2.504153 -0.0729 0.0152 -0.0238
H -5.358009 -4.551119 -2.796219 -0.0109 -0.0339 0.0456
C -0.505856 -5.930047 -0.189919 0.1893 -0.5749 0.1265
O -0.763891 -6.892756 0.833306 0.2287 0.2109 -0.0777
H 0.271758 -5.261590 0.175317 -0.2736 0.1669 0.2232
H -0.065629 -6.397085 -1.080045 -0.3086 -0.0447 -0.0229
H -1.428193 -5.399259 -0.438302 0.1975 0.2606 -0.1484
H -1.556984 -7.386383 0.610244 0.0082 -0.0175 -0.0725
C 4.617456 4.106355 -1.891900 0.3547 0.0097 -0.3024
C 3.577000 4.678075 -2.833818 -0.6783 0.3408 0.0549
O 3.444306 6.089690 -2.753367 0.1075 0.0694 -0.0309
H 4.361600 4.148347 -0.832322 -0.2704 -0.1052 -0.0858
H 5.541175 4.681749 -2.002863 -0.0101 -0.0686 -0.1024
H 4.821084 3.072657 -2.185615 -0.0060 -0.0165 0.2493
H 2.586934 4.224847 -2.711249 0.1392 -0.1544 0.3797
H 3.823019 4.421858 -3.870628 0.3095 0.2704 0.0871
H 3.133521 6.396923 -1.867249 0.2227 -0.2355 -0.4189
C -0.064060 -0.489916 3.895183 -0.6127 0.5278 -0.4730
C 1.395069 -0.124982 3.737782 0.2846 -0.8128 -0.0863
O 2.186129 -1.005078 4.534452 0.2900 0.3110 0.1188
H -0.696232 0.189849 3.306278 0.0746 0.0055 0.1716
H -0.360491 -0.431470 4.944124 0.0229 -0.0332 0.0083
H -0.296775 -1.487982 3.516721 0.2373 -0.0879 0.0916
H 1.589370 0.902789 4.047495 -0.0024 -0.0755 0.2595
H 1.718422 -0.189448 2.693708 -0.1700 0.0130 -0.0174
H 2.236308 -1.871382 4.090174 -0.1306 0.2763 0.0369
C -3.634001 0.485469 -4.245977 0.3865 -0.2440 -0.6489
C -2.687956 -0.011455 -3.188437 0.3803 -0.0229 0.1552
O -1.378984 -0.085234 -3.781641 -0.2649 -0.1893 -0.1229
H -3.324526 1.465073 -4.615660 -0.1751 0.1521 0.2538
H -4.666154 0.490994 -3.907423 -0.0316 0.1218 0.0416
H -3.545304 -0.183427 -5.108877 -0.2390 -0.0439 0.0693
H -2.992553 -1.005470 -2.845761 0.0192 0.0532 0.0429
H -2.679983 0.665962 -2.326268 0.1030 -0.0794 -0.0079
H -0.707728 -0.312914 -3.114308 -0.3925 0.1725 0.2174
C -0.547717 -5.536748 -4.095326 1.1156 -0.7236 -0.4275
C -0.892119 -6.973542 -3.698525 -0.3428 0.7014 1.0843
O -1.531906 -7.672711 -4.740545 0.3034 -0.0791 -0.1485
H 0.440055 -5.560754 -4.578190 -0.1654 0.1607 -0.1201
H -0.419272 -4.869340 -3.244464 -0.3728 0.0779 0.0373
H -1.259132 -5.192053 -4.842192 -0.2002 0.3091 0.2791
H -1.578117 -6.935219 -2.846299 -0.2728 -0.1900 -0.2787
H -0.018404 -7.493913 -3.287422 0.1073 -0.0861 -0.3811
H -0.952258 -7.594986 -5.507624 -0.1620 -0.1876 -0.0608
C -3.615332 0.621910 1.201982 -0.7708 0.0373 -0.0895
C -3.617297 -0.857725 0.911413 0.6319 -0.5770 0.6858
O -4.502078 -1.492901 1.851311 -0.0939 0.3559 -0.4024
H -4.630944 1.020737 1.113496 0.0310 -0.0370 0.0294
H -2.993192 1.185791 0.508509 0.2815 -0.1358 0.1118
H -3.301497 0.761296 2.236227 0.1724 0.1924 -0.0724
H -2.603970 -1.234882 1.121358 -0.0631 0.0343 -0.2658
H -3.853997 -1.118178 -0.125366 -0.2293 0.1488 0.0545
H -4.694787 -2.386356 1.554071 0.0661 -0.0116 -0.0412
C -3.170896 4.710215 -1.916030 -0.2389 -1.0206 0.4382
C -3.686121 5.230549 -0.589551 -0.6672 1.4202 -0.5019
C -3.001139 4.610074 0.569573 0.9159 -0.6543 0.0055
O -3.559125 5.086748 1.757134 -0.2796 -0.1049 0.0485
C -2.917840 4.553914 2.890149 -0.0994 0.1049 0.3097
N -3.478005 6.706784 -0.535004 -0.1372 -0.2345 0.2966
H -3.195868 3.611312 -1.908359 -0.0694 0.0787 -0.0039
H -2.126111 4.985457 -2.046872 -0.1056 0.3655 -0.2988
H -3.840246 5.009469 -2.719726 0.3593 0.3293 -0.2174
H -4.764780 5.037838 -0.496671 0.1150 -0.3364 -0.0243
H -1.922173 4.833531 0.529244 0.0239 0.1891 0.0087
H -3.056190 3.510855 0.496589 -0.2439 0.1159 0.1538
H -3.590686 4.703660 3.732930 0.0828 0.0030 0.0563
H -1.977835 5.079301 3.082717 0.1153 -0.0973 0.0142
H -2.726707 3.481044 2.780733 0.0151 0.0195 -0.0293
H -3.602061 6.997478 0.434088 0.1067 -0.0855 -0.0929
H -4.234013 7.175963 -1.025575 0.1465 -0.0840 -0.1688
C 3.963891 6.572341 1.466168 -0.1866 -0.7085 0.7874
C 2.663419 6.187176 0.769603 0.8739 0.5793 -0.5765
C 1.521079 6.173928 1.759794 -0.0849 -0.1545 0.6553
O 1.705901 5.310927 2.872406 0.0943 0.2655 -0.1910
C 1.841595 3.947263 2.536923 -0.8114 -0.0684 0.1573
N 2.425452 7.164069 -0.328471 -0.7027 0.1034 0.6440
H 4.257842 5.736497 2.111277 0.1394 0.0402 -0.1771
H 3.812146 7.386063 2.181558 0.0468 0.2959 -0.3628
H 4.770419 6.771167 0.766900 -0.0122 0.1448 -0.0731
H 2.857614 5.219856 0.294971 -0.4964 -0.0668 0.0814
H 0.564670 5.964282 1.259226 0.0047 -0.1108 -0.0392
H 1.463395 7.165464 2.222252 -0.1345 0.0320 -0.2324
H 1.067826 3.664125 1.818751 0.1192 -0.0784 -0.3859
H 1.594012 3.376259 3.432412 0.4133 0.0162 0.0697
H 2.832560 3.700887 2.159187 0.0587 -0.1193 -0.0255
H 2.569215 8.093351 0.066529 0.2482 -0.0544 -0.2030
H 1.431509 7.183841 -0.574744 0.2020 -0.2690 -0.0681
C -2.630678 -4.270714 6.818984 0.0688 -0.9426 -0.2010
C -2.438316 -3.040147 5.987282 0.7487 1.7136 0.5602
C -2.934378 -3.163591 4.572272 -0.9394 -0.1128 0.4669
O -2.318998 -4.272835 3.975470 0.2116 -0.0340 -0.1350
C -2.563322 -4.336753 2.602827 0.2390 -0.2815 -0.6610
N -3.135126 -1.875530 6.610870 0.3076 -0.1327 -0.0735
H -3.689333 -4.539320 6.859239 0.0211 0.0299 0.0959
H -2.231368 -4.212888 7.832133 -0.1115 0.4181 0.0368
H -2.088352 -5.103994 6.361444 -0.1778 0.0429 -0.0785
H -1.369537 -2.770757 5.929062 0.0132 -0.4772 -0.0044
H -2.762284 -2.239593 4.006805 0.1727 -0.0320 -0.0289
H -4.029685 -3.291111 4.633349 0.0788 -0.0645 -0.2365
H -3.587434 -4.654717 2.358496 -0.0752 0.1910 0.1695
H -1.893064 -5.080847 2.165633 0.0008 -0.0071 0.1615
H -2.351697 -3.374675 2.116186 -0.1301 0.0134 0.0302
H -2.792108 -1.023614 6.167725 -0.2156 -0.1219 -0.1311
H -2.793983 -1.782926 7.565090 -0.1705 -0.1756 -0.0058
C 4.709400 -3.637003 0.692906 0.1208 -0.4297 -0.2822
C 4.022000 -3.112631 1.935712 0.2706 -0.3928 0.2687
C 2.820312 -3.985911 2.239245 -0.4979 -0.0251 -0.4447
O 2.146464 -3.497710 3.381352 0.1353 -0.3382 0.0337
C 0.865782 -4.070575 3.565352 -0.2116 0.3475 0.4464
N 4.983900 -3.078297 3.044854 -0.2363 0.1764 -0.0601
H 5.102618 -4.650293 0.847450 0.0131 0.1101 0.1962
H 5.553062 -3.005224 0.423661 -0.0669 0.0781 -0.0787
H 4.017725 -3.732513 -0.148857 0.0235 0.2854 -0.0021
H 3.669281 -2.097207 1.741759 0.0147 0.0239 0.1123
H 3.098571 -5.041632 2.386745 0.1611 0.1122 0.0972
H 2.140480 -3.970780 1.368518 0.0153 0.0547 0.1611
H 0.449131 -3.649422 4.479909 0.0381 0.1292 -0.0635
H 0.874357 -5.154200 3.720097 0.2144 -0.0199 -0.3764
H 0.227609 -3.772391 2.733217 -0.1613 -0.3518 0.0034
H 4.528297 -2.679423 3.861103 0.1197 0.0091 -0.0192
H 5.235395 -4.031660 3.292517 0.0337 0.0489 -0.0067